(1)
11
Properties=species:S:1:pos:R:3 method="wB97M-V/def2-TZVPD" orbital_gap_ev="8.9 / 8.9" homo_energy_ha="-0.294 / -0.294"
O -1.75773 0.48697 1.30892
N 1.11952 -1.17836 -0.21063
N -1.19163 0.21436 0.02243
N 1.06925 1.32062 -0.68226
N 1.84456 0.45182 -0.68549
H -1.96535 0.09059 -0.63068
H 1.62034 -1.39903 0.64957
H -1.58763 1.42631 1.45451
H -0.03737 1.03348 -0.37305
H 1.50210 -1.78090 -0.93552
H -0.61606 -0.66587 0.08220

***

(2)
12
Properties=species:S:1:pos:R:3 method="wB97M-V/def2-TZVPD" orbital_gap_ev="8.1 / 8.1" total_charge=+1 homo_energy_ha="-0.525 / -0.525"
S -1.83401 -2.04498 1.32113
N -1.45726 0.43157 1.68856
N 0.36785 1.01333 0.53359
N 0.39421 -1.17922 -0.51949
N -0.99743 -0.63932 1.16592
C -0.56190 1.39454 1.45154
C 0.12919 -0.28615 0.43132
H -2.77302 -1.45081 2.14944
H -1.29682 2.55623 1.22922
H 1.45092 -1.23940 -0.65216
H -0.16944 2.31809 2.11078
H 0.13502 -2.17230 -0.55272

***

(3)
20
Properties=species:S:1:pos:R:3 method="wB97M-V/def2-TZVPD" orbital_gap_ev="4.4 / 10.6" total_charge=+1 homo_energy_ha="-0.424 / -0.545"
F 3.66219 3.93925 2.24693
F 4.62707 2.47269 0.88681
F 3.35893 1.85748 2.52036
O 1.13768 0.60934 -3.42916
N 0.21383 0.31766 -0.11476
N 0.08222 -0.13596 -1.53868
C 0.72225 1.61541 -0.20155
C 4.11872 2.78695 2.02977
C 0.77628 0.75383 -2.28851
C 1.14811 -0.66739 0.60624
C 1.03810 1.98737 -1.43710
C -1.09528 0.39178 0.52189
H -0.83055 0.60508 1.62914
H 1.19702 2.96417 -1.80678
H 1.88765 -1.28268 -0.04326
H 0.13243 -1.09072 -1.71284
H 1.66497 -0.02605 1.35056
H -1.66070 -0.60713 0.38351
H 0.42924 -1.42670 1.01488
H -1.51153 1.22368 0.01183

***

(4)
58
Properties=species:S:1:pos:R:3 method="wB97M-V/def2-TZVPD" orbital_gap_ev=7.7 total_charge=+1 homo_energy_ha=-0.409
O 3.62805 2.88142 12.61325
O 3.53457 0.40630 11.42447
O 8.51399 1.52708 16.79956
O 5.91620 2.17738 18.05671
O 2.55282 -3.54962 18.83922
O 5.73315 0.94894 14.82349
O 7.82520 -4.08434 15.19284
N 10.54381 -3.06240 14.19379
N 3.49036 -1.51389 17.40157
C 6.91460 -4.43671 16.10943
C 3.15259 -3.63526 20.08708
C 2.56953 1.39295 11.16135
C 9.25898 -2.52268 14.14152
C 1.47529 -0.14997 17.45279
C 8.45241 -2.88138 15.41917
C 8.31742 2.35269 17.99612
C 7.08250 1.69537 18.63616
C 1.67087 -2.42453 18.61079
C 2.49320 2.29252 12.35970
C 8.48082 -2.93751 12.79326
C 2.34851 -1.08792 18.22238
H 2.05025 0.76560 17.31407
H 7.10613 1.81155 19.71970
H 8.55501 -4.01966 12.68585
H 4.36888 0.55174 10.97237
H 2.41344 -3.86777 20.85370
H 3.87533 -4.44343 20.19931
H 3.09089 -1.97370 16.59590
H 5.88073 -4.20481 15.85365
H 7.11442 0.60855 18.55947
H 4.01330 -2.23580 17.87642
H 0.57545 0.30957 17.86170
H 2.73177 1.85682 10.18842
H 5.62134 2.98647 18.48102
H 7.19029 -4.28795 17.15344
H 3.57367 -2.65244 20.29885
H 10.95320 -2.98546 13.27369
H 8.17356 3.39535 17.71282
H 5.09917 0.77312 15.52260
H 1.14496 -2.62358 17.67704
H 1.05921 -0.55094 16.52855
H 1.74534 3.08481 12.32706
H 9.45114 1.48722 16.59522
H 9.41153 -1.44571 14.07123
H 8.98843 -2.57884 11.89782
H 6.51583 1.34480 15.21377
H 1.60367 0.90751 11.02147
H 5.34214 1.58462 14.21966
H 10.35247 -4.04530 14.32569
H 9.15906 2.17496 18.66556
H 2.72294 -0.77964 19.19853
H 7.52530 -2.41919 12.71306
H 9.00671 -2.72044 16.34380
H 2.27609 1.70673 13.25290
H 3.79841 3.55715 11.95298
H 0.86799 -2.33726 19.34281
H 7.12415 -5.50316 16.19237
H 7.69928 -2.09343 15.41503

***

(5)
15
Properties=species:S:1:pos:R:3 method="wB97M-V/def2-TZVPD" orbital_gap_ev=11.0 smiles=CO[C@H](C)ON homo_energy_ha=-0.365
O 1.19554 0.24784 0.94170
O -0.45854 1.12583 -0.43709
N -1.93116 1.41015 -0.37263
C -0.23970 0.16590 0.59207
C -0.64002 -1.24188 0.17172
C 2.09727 -0.17931 -0.06297
H -2.18860 1.28134 -1.35231
H -0.28620 -1.46751 -0.83955
H -1.72894 -1.34728 0.15669
H -0.75183 0.44907 1.51814
H -0.22134 -1.98694 0.85399
H -1.91296 2.41761 -0.20822
H 3.10056 0.16910 0.20022
H 2.12010 -1.27250 -0.11480
H 1.84583 0.22860 -1.04696

***

(6)
46
Properties=species:S:1:pos:R:3 method="wB97M-V/def2-TZVPD" orbital_gap_ev=9.8 homo_energy_ha=-0.375
Br 0.41260 -2.74180 3.19696
Br -4.36119 -3.13683 1.82792
Br -2.74844 -4.39425 4.25708
Br -1.69642 -5.33326 -1.18477
Br 5.82678 -0.76673 5.40788
Br 3.46158 1.32677 5.20872
Br 2.90083 -1.56821 6.35641
Br -0.99015 -0.45731 1.53598
Br 0.20195 -5.89731 1.28738
Br 1.36521 -4.43939 -1.27070
Br -4.35775 -1.68237 4.64818
Br 2.14117 -0.41036 1.78923
P 0.75925 2.13837 -1.82307
O 0.96209 0.70631 -1.20418
O 1.87490 2.67006 -2.58928
O 0.35098 2.97288 -0.56135
O -0.58040 1.96263 -2.66825
C -0.99803 3.10095 -0.07918
C -2.32494 3.11005 -3.85537
C 1.85346 -0.19588 -1.89681
C -0.95057 3.89959 1.19825
C 0.60653 -1.55543 1.69241
C -0.83632 2.89904 -3.74226
C -3.36125 -2.78121 3.41632
C 3.93609 -0.54271 5.10754
C 0.09873 -5.73238 -0.64005
C 1.12016 -0.96335 -2.99981
H -2.54486 3.70264 -4.74891
H -0.55957 4.89170 0.99293
H 2.69435 0.35626 -2.30835
H 2.21182 -0.91567 -1.16168
H 0.65831 -2.16037 0.79778
H 0.49593 -0.29768 -3.59277
H 3.72550 -0.90603 4.11375
H -1.60725 3.60276 -0.83556
H -0.27418 3.38679 1.88507
H -1.43872 2.11474 0.07489
H 0.47876 -1.74275 -2.58855
H -2.90829 2.19598 -3.94823
H -2.70075 3.68424 -3.00618
H -0.39466 2.51318 -4.66316
H -1.94064 3.91115 1.64912
H -2.47929 -2.21532 3.15786
H 1.86796 -1.45688 -3.62399
H -0.31487 3.83972 -3.55468
H 0.36361 -6.69234 -1.05451

***

Result set for energy above the lowest of the compared OMol25 structures with the same formula, charge and spin: 117.7, 465.0, 550.1, 491.3, 314.1, 0.0 kJ/mol, one per record in the order listed.